{"formula": "C28H57NO13P", "method": "ωB97M-V/def2-TZVPD", "elements": ["C", "C", "C", "C", "O", "C", "C", "C", "O", "O", "C", "C", "N", "C", "P", "O", "H", "H", "H", "H", "H", "H", "H", "H", "H", "H", "H", "H", "H", "H", "H", "C", "O", "C", "C", "O", "C", "C", "O", "C", "H", "H", "H", "H", "H", "H", "H", "H", "H", "H", "H", "H", "H", "H", "C", "O", "C", "C", "O", "C", "C", "O", "C", "H", "H", "H", "H", "H", "H", "H", "H", "H", "H", "H", "H", "H", "H", "C", "O", "C", "C", "O", "C", "C", "O", "C", "H", "H", "H", "H", "H", "H", "H", "H", "H", "H", "H", "H", "H", "H"], "xyz": [[5.59, 0.07, 4.46], [6.09, 1.00, 3.34], [5.17, 1.09, 2.09], [3.74, 0.63, 2.28], [2.94, 1.53, 3.16], [2.08, 2.26, 2.43], [0.93, 1.72, 1.85], [0.60, 0.25, 2.06], [1.18, -0.61, 1.44], [-0.36, -0.02, 3.00], [0.13, 2.55, 1.09], [0.48, 3.85, 0.93], [1.55, 4.33, 1.51], [2.37, 3.59, 2.27], [3.83, 4.39, 3.05], [4.23, 5.60, 2.31], [5.19, -0.87, 4.05], [6.44, -0.23, 5.08], [4.83, 0.59, 5.05], [7.04, 0.58, 3.00], [6.35, 1.98, 3.75], [5.20, 2.08, 1.64], [5.60, 0.42, 1.33], [3.65, -0.37, 2.69], [3.29, 0.56, 1.29], [-1.19, 0.13, 2.51], [-0.76, 2.13, 0.62], [-0.12, 4.50, 0.32], [1.81, 5.31, 1.38], [3.39, 4.71, 4.36], [4.89, 3.48, 3.21], [9.74, 9.86, -2.52], [8.85, 8.92, -1.94], [8.90, 7.66, -2.58], [8.41, 6.57, -1.66], [9.37, 6.15, -0.70], [9.64, 7.05, 0.37], [8.53, 7.11, 1.41], [7.46, 7.91, 0.95], [6.24, 7.56, 1.58], [9.47, 10.05, -3.56], [9.66, 10.79, -1.95], [10.77, 9.50, -2.47], [9.93, 7.43, -2.90], [8.26, 7.71, -3.47], [8.21, 5.69, -2.27], [7.47, 6.85, -1.18], [9.90, 8.04, 0.01], [10.53, 6.64, 0.86], [8.92, 7.56, 2.33], [8.19, 6.09, 1.63], [5.98, 6.53, 1.37], [5.46, 8.20, 1.16], [6.29, 7.73, 2.66], [-1.37, -4.31, -0.44], [-2.62, -3.77, -0.05], [-2.55, -3.10, 1.19], [-3.67, -2.09, 1.33], [-3.42, -0.87, 0.63], [-3.53, -0.92, -0.79], [-4.95, -1.01, -1.30], [-5.44, -2.34, -1.16], [-6.85, -2.39, -1.08], [-1.03, -5.06, 0.28], [-1.50, -4.78, -1.41], [-0.62, -3.51, -0.53], [-1.59, -2.57, 1.29], [-2.63, -3.85, 1.99], [-3.73, -1.80, 2.38], [-4.63, -2.52, 1.06], [-2.91, -1.72, -1.21], [-3.11, 0.03, -1.15], [-4.98, -0.75, -2.36], [-5.58, -0.31, -0.74], [-7.21, -1.82, -0.21], [-7.13, -3.43, -0.95], [-7.30, -2.01, -2.00], [-6.37, -5.93, -2.45], [-7.20, -7.05, -2.29], [-7.77, -7.12, -1.00], [-9.03, -7.96, -1.01], [-10.17, -7.27, -1.50], [-10.22, -7.03, -2.90], [-10.54, -8.27, -3.72], [-9.39, -9.09, -3.85], [-9.71, -10.44, -4.09], [-5.52, -5.97, -1.76], [-6.00, -5.93, -3.48], [-6.93, -5.00, -2.29], [-8.01, -6.11, -0.63], [-7.03, -7.58, -0.33], [-9.28, -8.20, 0.03], [-8.88, -8.90, -1.53], [-9.32, -6.54, -3.26], [-11.05, -6.33, -3.04], [-10.86, -7.97, -4.72], [-11.35, -8.83, -3.23], [-10.31, -10.85, -3.26], [-8.78, -11.00, -4.15], [-10.26, -10.55, -5.03]], "charge": 1, "e_homo_ha": -0.3743, "largest_force_ev_per_a": 1.609, "total_energy_ha": -2474.84966, "lumo_ev": -5.05}


{"formula": "C28H58BBrClFNNbO27P", "method": "ωB97M-V/def2-TZVPD", "elements": ["C", "C", "O", "B", "O", "Nb", "C", "Cl", "C", "C", "O", "F", "C", "C", "O", "Br", "P", "N", "O", "O", "H", "H", "H", "H", "H", "H", "H", "H", "H", "H", "H", "H", "H", "H", "H", "H", "C", "O", "C", "O", "O", "C", "H", "H", "H", "H", "H", "H", "C", "O", "C", "O", "O", "C", "H", "H", "H", "H", "H", "H", "C", "O", "C", "O", "O", "C", "H", "H", "H", "H", "H", "H", "C", "O", "C", "O", "O", "C", "H", "H", "H", "H", "H", "H", "C", "O", "C", "O", "O", "C", "H", "H", "H", "H", "H", "H", "C", "O", "C", "O", "O", "C", "H", "H", "H", "H", "H", "H", "C", "O", "C", "O", "O", "C", "H", "H", "H", "H", "H", "H"], "xyz": [[-8.41, 5.43, -1.52], [-6.99, 5.30, -1.01], [-6.78, 4.01, -0.47], [-5.47, 3.56, -0.30], [-4.87, 3.84, 0.90], [-4.17, 2.41, -1.92], [-6.20, 2.38, -2.80], [-3.62, 4.53, -2.85], [-3.38, 1.26, -3.76], [-3.89, 1.69, -5.03], [-4.85, 1.29, -5.68], [-3.16, 2.72, -5.54], [-4.47, 0.54, -0.69], [-4.67, -0.73, -1.37], [-3.87, -1.64, -1.56], [-6.50, -1.04, -1.97], [-2.00, 2.69, -0.38], [-0.83, 1.88, -1.06], [-1.60, 4.24, -0.22], [-2.17, 2.25, 1.18], [-8.93, 6.26, -1.07], [-8.43, 5.59, -2.59], [-8.94, 4.51, -1.33], [-6.80, 6.06, -0.25], [-6.28, 5.48, -1.82], [-5.07, 4.71, 1.24], [-6.38, 3.34, -3.26], [-6.30, 1.58, -3.52], [-6.96, 2.27, -2.03], [-3.55, 0.19, -3.71], [-2.31, 1.46, -3.69], [-5.34, 0.76, -0.08], [-3.63, 0.40, -0.03], [-0.40, 1.18, -0.46], [-0.78, 4.31, 0.28], [-1.80, 1.38, 1.30], [0.75, -3.35, 4.33], [-0.43, -2.87, 3.67], [-0.51, -3.20, 2.38], [0.32, -3.85, 1.79], [-1.62, -2.71, 1.88], [-1.83, -2.97, 0.48], [0.67, -3.01, 5.35], [0.79, -4.44, 4.30], [1.64, -2.95, 3.86], [-1.85, -4.04, 0.29], [-1.04, -2.51, -0.11], [-2.78, -2.52, 0.21], [7.17, -5.40, 4.19], [5.76, -5.19, 4.18], [5.18, -5.43, 3.00], [5.75, -5.81, 2.01], [3.89, -5.17, 3.11], [3.11, -5.37, 1.91], [7.51, -5.17, 5.20], [7.41, -6.43, 3.96], [7.67, -4.74, 3.49], [3.18, -6.41, 1.59], [3.47, -4.72, 1.12], [2.10, -5.10, 2.17], [7.32, -9.06, 2.67], [8.41, -9.63, 3.41], [8.40, -10.95, 3.48], [7.58, -11.68, 3.00], [9.46, -11.34, 4.19], [9.57, -12.75, 4.36], [7.46, -7.99, 2.68], [7.34, -9.41, 1.64], [6.37, -9.32, 3.13], [9.67, -13.24, 3.39], [8.70, -13.15, 4.88], [10.47, -12.91, 4.95], [-7.85, -0.45, -6.03], [-8.76, -1.25, -5.25], [-9.70, -1.86, -5.94], [-9.88, -1.81, -7.13], [-10.46, -2.56, -5.09], [-11.53, -3.27, -5.71], [-7.13, -0.03, -5.33], [-7.33, -1.07, -6.76], [-8.39, 0.34, -6.54], [-11.15, -3.99, -6.43], [-12.21, -2.58, -6.21], [-12.04, -3.78, -4.90], [3.27, 4.06, 2.67], [2.45, 4.88, 3.52], [1.29, 5.22, 2.97], [0.92, 4.90, 1.87], [0.61, 5.96, 3.84], [-0.68, 6.37, 3.35], [4.17, 3.84, 3.23], [2.74, 3.13, 2.44], [3.52, 4.57, 1.75], [-1.30, 5.51, 3.14], [-0.57, 6.98, 2.46], [-1.11, 6.96, 4.16], [2.70, 2.22, -1.25], [3.78, 1.87, -0.37], [4.20, 0.62, -0.39], [3.80, -0.27, -1.09], [5.18, 0.50, 0.51], [5.75, -0.81, 0.59], [2.53, 3.27, -1.07], [2.97, 2.05, -2.29], [1.80, 1.66, -1.00], [6.19, -1.09, -0.36], [5.00, -1.54, 0.87], [6.52, -0.75, 1.36], [3.23, 7.55, 0.35], [4.28, 8.32, -0.24], [5.28, 7.59, -0.71], [5.37, 6.40, -0.66], [6.18, 8.41, -1.25], [7.32, 7.74, -1.80], [2.49, 8.27, 0.70], [2.78, 6.88, -0.38], [3.61, 6.98, 1.19], [7.02, 7.06, -2.60], [7.85, 7.18, -1.03], [7.96, 8.53, -2.20]], "charge": -1, "e_homo_ha": -0.1969, "largest_force_ev_per_a": 3.040, "total_energy_ha": -6745.39817, "lumo_ev": 1.58}


{"formula": "C28H58ClF3NO5P", "method": "ωB97M-V/def2-TZVPD", "elements": ["C", "C", "C", "O", "C", "C", "P", "N", "O", "O", "C", "O", "O", "C", "Cl", "C", "C", "C", "F", "F", "F", "H", "H", "H", "H", "H", "H", "H", "H", "H", "H", "H", "H", "H", "H", "H", "H", "C", "C", "C", "C", "C", "C", "H", "H", "H", "H", "H", "H", "H", "H", "H", "H", "H", "H", "H", "H", "C", "C", "C", "C", "C", "C", "H", "H", "H", "H", "H", "H", "H", "H", "H", "H", "H", "H", "H", "H", "C", "C", "C", "C", "C", "C", "H", "H", "H", "H", "H", "H", "H", "H", "H", "H", "H", "H", "H", "H"], "xyz": [[2.77, 3.31, 0.78], [2.53, 3.57, -0.71], [1.85, 2.39, -1.38], [0.49, 2.65, -1.71], [-0.18, 1.57, -2.27], [-0.96, 0.74, -1.26], [-2.07, 1.94, -0.27], [-1.00, 2.86, 0.72], [-2.86, 0.99, 0.82], [-1.92, 0.01, -2.04], [-2.37, -1.02, -1.26], [-3.37, -1.68, -1.47], [-1.49, -1.20, -0.25], [-0.29, -0.47, -0.58], [0.42, -0.08, 0.99], [0.49, -1.44, -1.45], [1.95, -1.13, -1.81], [2.98, -1.84, -0.97], [4.21, -1.38, -1.31], [2.85, -1.63, 0.34], [2.98, -3.16, -1.18], [1.86, 3.51, 1.33], [3.05, 2.28, 0.96], [3.58, 3.92, 1.15], [2.02, 4.51, -0.86], [3.52, 3.65, -1.15], [1.86, 1.57, -0.66], [2.37, 2.04, -2.26], [0.47, 0.95, -2.89], [-0.92, 1.99, -2.94], [-0.09, 2.44, 0.79], [-1.41, 3.01, 1.63], [-2.49, 1.11, 1.70], [-0.05, -1.52, -2.38], [0.42, -2.42, -0.99], [2.20, -0.09, -1.82], [2.11, -1.50, -2.82], [-0.26, -1.54, 7.16], [-0.53, -0.75, 5.88], [-2.01, -0.45, 5.65], [-2.90, -1.68, 5.48], [-2.48, -2.62, 4.35], [-2.53, -1.96, 2.98], [-0.74, -2.52, 7.14], [0.81, -1.69, 7.30], [-0.64, -1.00, 8.04], [-0.12, -1.29, 5.03], [0.01, 0.20, 5.94], [-2.11, 0.19, 4.77], [-2.39, 0.14, 6.49], [-3.93, -1.35, 5.31], [-2.92, -2.25, 6.42], [-3.15, -3.48, 4.35], [-1.48, -3.00, 4.54], [-3.54, -1.59, 2.76], [-2.26, -2.67, 2.20], [-1.84, -1.11, 2.90], [1.24, -4.19, 3.40], [1.47, -4.42, 1.91], [0.19, -4.71, 1.13], [-0.55, -5.97, 1.55], [0.27, -7.26, 1.46], [0.74, -7.59, 0.05], [0.83, -5.07, 3.89], [2.18, -3.94, 3.90], [0.55, -3.36, 3.56], [2.19, -5.23, 1.77], [1.93, -3.52, 1.49], [0.43, -4.76, 0.06], [-0.49, -3.85, 1.24], [-1.44, -6.08, 0.92], [-0.93, -5.86, 2.57], [-0.34, -8.08, 1.83], [1.13, -7.20, 2.13], [-0.11, -7.69, -0.63], [1.29, -8.53, 0.03], [1.40, -6.82, -0.35], [-1.51, 6.88, -7.08], [-0.44, 5.79, -7.01], [-0.69, 4.77, -5.90], [-0.69, 5.35, -4.48], [0.60, 6.07, -4.08], [1.83, 5.17, -4.09], [-1.54, 7.48, -6.17], [-1.31, 7.56, -7.91], [-2.50, 6.44, -7.24], [0.54, 6.25, -6.89], [-0.42, 5.26, -7.96], [0.06, 3.98, -5.97], [-1.66, 4.29, -6.07], [-0.86, 4.53, -3.77], [-1.53, 6.03, -4.36], [0.47, 6.48, -3.08], [0.77, 6.93, -4.74], [1.68, 4.32, -3.41], [2.71, 5.72, -3.76], [2.04, 4.78, -5.09]], "e_homo_ha": -0.3291, "largest_force_ev_per_a": 2.784, "total_energy_ha": -2633.81526, "lumo_ev": 0.36}


{"formula": "C28H58INSb", "method": "ωB97M-V/def2-TZVPD", "elements": ["C", "C", "I", "C", "Sb", "C", "C", "C", "C", "N", "C", "C", "C", "C", "C", "C", "C", "C", "C", "H", "H", "H", "H", "H", "H", "H", "H", "H", "H", "H", "H", "H", "H", "H", "H", "H", "H", "H", "H", "H", "H", "H", "H", "H", "H", "H", "H", "H", "H", "C", "C", "C", "C", "C", "C", "H", "H", "H", "H", "H", "H", "H", "H", "H", "H", "H", "H", "H", "H", "C", "C", "C", "C", "C", "C", "H", "H", "H", "H", "H", "H", "H", "H", "H", "H", "H", "H", "H", "H"], "xyz": [[4.26, 1.25, 3.28], [4.34, -0.15, 2.56], [3.19, -1.64, 3.71], [4.07, -0.18, 1.01], [2.48, 1.10, 0.16], [3.90, 2.03, -1.32], [5.23, 2.54, -0.64], [5.50, 4.09, -0.79], [4.74, 4.83, 0.40], [3.70, 5.71, -0.22], [0.88, 0.23, 1.47], [-0.52, 0.25, 0.71], [-1.75, 0.28, 1.72], [-2.76, 1.44, 1.46], [-4.13, 1.10, 1.07], [-5.08, 2.18, 0.87], [-4.68, 3.57, 1.05], [-3.32, 3.90, 1.42], [-2.34, 2.82, 1.63], [4.59, 2.08, 2.60], [3.19, 1.44, 3.55], [4.89, 1.28, 4.21], [5.41, -0.50, 2.70], [5.06, 0.00, 0.50], [3.81, -1.25, 0.75], [2.76, 2.45, 1.24], [1.20, 2.06, -0.60], [2.09, -0.19, -0.99], [3.38, 2.94, -1.76], [4.05, 1.31, -2.16], [5.20, 2.30, 0.46], [6.08, 1.93, -1.07], [6.60, 4.24, -0.59], [5.24, 4.51, -1.79], [4.23, 4.10, 1.09], [5.46, 5.41, 1.04], [3.23, 5.10, -0.90], [3.00, 5.87, 0.52], [0.82, 0.73, 2.47], [1.14, -0.87, 1.54], [-0.56, -0.70, 0.10], [-0.61, 1.10, 0.00], [-1.32, 0.44, 2.75], [-2.30, -0.69, 1.64], [-4.43, 0.03, 0.94], [-6.13, 1.95, 0.58], [-5.46, 4.36, 0.91], [-2.95, 4.94, 1.57], [-1.30, 3.08, 1.92], [5.67, -3.65, 1.18], [4.50, -4.52, 0.77], [4.28, -5.72, 1.70], [5.44, -6.72, 1.75], [5.84, -7.33, 0.41], [4.72, -8.14, -0.24], [6.62, -4.19, 1.14], [5.76, -2.79, 0.51], [5.54, -3.27, 2.20], [4.63, -4.86, -0.26], [3.59, -3.91, 0.78], [3.37, -6.24, 1.40], [4.10, -5.35, 2.71], [5.16, -7.53, 2.44], [6.32, -6.24, 2.20], [6.70, -7.98, 0.57], [6.17, -6.55, -0.28], [4.41, -8.96, 0.42], [5.07, -8.58, -1.18], [3.85, -7.53, -0.47], [-6.72, 2.47, -2.52], [-8.09, 2.69, -3.15], [-9.24, 2.10, -2.33], [-9.20, 0.58, -2.15], [-9.18, -0.23, -3.45], [-10.43, -0.03, -4.30], [-6.48, 1.41, -2.44], [-5.95, 2.94, -3.13], [-6.68, 2.91, -1.52], [-8.10, 2.28, -4.17], [-8.26, 3.77, -3.26], [-10.19, 2.39, -2.80], [-9.24, 2.57, -1.34], [-10.07, 0.28, -1.56], [-8.33, 0.31, -1.56], [-9.10, -1.29, -3.19], [-8.29, 0.01, -4.04], [-11.33, -0.31, -3.74], [-10.38, -0.66, -5.19], [-10.53, 1.00, -4.64]], "charge": -1, "e_homo_ha": -0.1448, "largest_force_ev_per_a": 2.819, "total_energy_ha": -1694.17082, "lumo_ev": 2.34}